Entry 1:
Here is a cluster of 8 separate species, C12H32BF22N4O4P3 in total from the Open Molecules 2025 dataset. Energies are from ωB97M-V with the def2-TZVPD basis set.

Geometry as XYZ:
```
78
Properties=species:S:1:pos:R:3:mulliken_charge:R:1
H 2.5014 -1.5815 0.3885 -0.107
H -0.4323 2.4124 -5.2653 0.319
H 1.2220 2.5490 4.1059 0.461
C 4.2016 -0.9472 -0.6303 0.454
F 5.4921 1.3192 3.1544 -0.375
H 4.0213 -2.6586 2.1563 0.373
F -0.3845 -1.2842 1.5042 -0.279
C 0.1502 1.0761 3.3688 -0.319
H -0.6383 3.5680 0.6566 0.283
H -0.0998 -2.9999 -3.8313 0.511
O 0.0954 4.4960 2.9063 -0.576
H 3.3402 -1.1192 2.4192 0.078
F 3.5959 1.3025 1.9593 -0.430
N -3.0161 -1.1569 0.0333 1.383
F -2.1965 -5.8477 -0.2329 -0.385
C 0.3656 3.3875 2.3720 0.385
F 0.8435 -1.7720 -0.3680 -0.552
F 1.3830 -0.1612 0.8895 0.738
C 3.4007 0.1609 -1.2524 -0.190
H -0.6351 1.3863 4.0582 0.444
C -4.0073 -1.3861 2.3508 -1.118
F -4.0137 1.8017 2.7624 -0.380
H -2.7176 -2.0721 -0.2722 0.123
F -3.5080 -5.2804 -2.0001 -0.367
C 4.0742 -1.6309 1.7967 -0.526
H 5.0595 -1.1653 1.8170 0.323
H -2.3298 -0.3346 -1.7719 0.101
C -4.2418 -1.1888 0.8870 0.913
F -2.7526 -3.0426 -1.8537 -0.357
F -3.6881 -4.0318 -0.1930 -0.350
H -3.9770 -0.9187 -1.7848 0.356
F -1.1444 -4.9184 -1.9946 -0.389
O 5.4206 -1.0874 -0.8105 -0.565
F -0.5089 0.0821 -0.2571 -0.356
C 0.3500 0.4040 -4.6370 0.212
H 0.7728 0.2641 3.7445 0.380
F 6.1826 3.2458 2.1388 -0.347
H 0.1868 2.0295 0.6959 -0.065
F -4.6146 4.0523 2.0432 -0.333
F -4.8029 2.1537 0.6863 -0.373
H 0.5526 -1.6026 -2.7689 0.157
H -1.5584 1.1372 -4.8124 0.170
H 2.3996 -0.2011 -1.4864 -0.082
H 3.5378 0.9627 -0.5268 -0.042
F 5.4775 1.5016 0.8500 -0.326
P 4.8554 2.2914 2.0761 1.246
H -0.3543 0.8185 2.4376 -0.318
N 0.4137 -1.0594 -4.9722 -0.133
F -2.7244 1.5990 1.0664 -0.426
N 0.9925 2.2728 3.1619 0.600
H 1.8561 2.0026 2.7133 -0.207
O -5.3047 -0.8926 0.3076 -0.566
H 1.1366 3.5726 0.4018 0.355
F 4.1101 3.3003 1.0432 -0.368
N 3.4947 -1.7614 0.3570 0.562
H -3.0805 -1.8461 2.6937 0.270
H -1.0438 -1.6964 -3.6011 0.239
F 4.1051 3.0405 3.2942 -0.399
P -3.6521 2.7824 1.5540 1.371
C -0.6081 1.3375 -5.3074 -1.045
H -0.5505 1.2091 -6.3883 0.314
H -3.5538 0.7107 -0.9367 0.237
C 0.0192 -1.9298 -3.6613 -0.869
H -2.2480 -0.9487 0.6553 -0.546
F -2.3742 3.2782 2.5652 -0.401
H -4.8018 -2.1209 2.4810 0.427
H 3.8425 0.4175 -2.2152 0.385
C -3.2729 -0.3019 -1.2263 -0.713
F -1.4547 -3.6116 -0.1288 -0.374
H -0.1836 -1.3862 -5.7182 0.399
F -3.0399 3.7009 0.3288 -0.405
H 3.6345 -2.7273 0.0971 0.423
H -4.2112 -0.4388 2.8500 0.181
O 1.1691 0.8963 -3.8674 -0.653
B 0.2965 -0.7985 0.4178 -0.767
C 0.3061 3.0901 0.9172 -0.396
P -2.4860 -4.4710 -1.0921 1.240
H 1.3533 -1.2328 -5.2998 0.363
```

Calculated values
E_HOMO (alpha / beta)   -2.605 / -6.910 eV
Max |F|   5.82 eV Å⁻¹
Charge   -1
2S+1   2

Entry 2:
Here is a cluster of 8 separate species, C63H135N7O8 in total from the Open Molecules 2025 dataset. Energies are from ωB97M-V with the def2-TZVPD basis set.

Geometry as XYZ:
```
213
Properties=species:S:1:pos:R:3:mulliken_charge:R:1
C 0.8905 -1.7626 -0.6273 -1.272
H -12.6412 0.0744 -5.6168 0.441
C 4.9255 -0.6273 11.1744 -1.770
H -0.7450 -3.7752 -2.9073 0.357
C -5.5791 0.4056 7.2734 -1.647
N -7.3029 2.3107 6.8587 0.166
H 4.5099 6.7546 -1.2410 0.319
H -5.9413 13.8628 1.0154 0.389
H -11.2681 0.3480 -6.5390 0.395
H -6.6325 4.0742 4.6032 0.432
C -7.7022 3.7140 6.5765 1.511
H -4.3828 12.2778 -3.2074 0.441
H 1.0383 -2.4778 0.1819 0.395
H 8.7223 1.9508 0.6970 0.351
O -9.5432 -3.2297 -5.9833 -0.485
H -12.3415 -4.4713 -8.4456 0.441
H 5.5235 -1.8494 7.6113 0.460
C -7.9652 4.6197 7.8041 -1.596
C -3.6471 12.3437 -1.1405 1.828
H -10.4472 -0.2196 -3.8745 0.383
H 4.9553 -10.8450 -5.0623 0.387
H 3.0451 -4.3917 7.8790 0.379
H -9.2316 -2.6492 -8.8948 0.417
H -9.7168 -1.7974 -3.8562 0.400
H -2.0281 12.0509 0.1573 0.335
C 9.6915 0.4181 -0.8488 1.736
H 3.2640 6.8956 -0.3926 0.319
H -3.9165 2.4945 6.8857 0.465
H 11.7123 -1.0005 -1.8545 0.327
H 10.8619 0.5700 -3.6822 0.284
C -8.9715 3.7416 5.7582 -1.898
H 9.2309 -2.6542 -2.1559 0.385
H 1.5804 -0.1671 0.6858 0.357
H -2.9863 11.4634 -3.0350 0.552
H -12.6361 -2.0265 -9.1661 0.452
O -8.2627 1.5387 7.4927 -0.473
H -4.5083 0.3106 7.4539 0.391
C -12.1477 -2.5045 -4.6520 -1.652
H 0.2520 1.5642 -0.4322 0.523
C 3.9555 -1.7846 11.1358 1.236
H 4.3388 -11.1239 -6.7354 0.434
H 8.5465 -8.4947 -6.7382 0.406
H 5.9987 -4.6658 11.7400 0.368
H 9.3827 0.7221 -4.5943 0.382
H -4.5437 2.0187 9.1492 0.387
C -11.9625 -1.6202 -8.4116 -1.025
C -11.1226 -2.8753 -7.7519 1.349
H -9.6479 -4.2339 -8.5358 0.435
H -2.4870 -1.2611 -2.7171 0.368
C 4.5507 -2.8977 11.9963 -1.081
H -8.1486 1.6271 8.4418 0.353
H 4.0367 -4.8607 10.1906 0.387
H 5.1097 -0.2794 12.1908 0.484
H -9.1099 -0.7797 -5.0044 0.395
C 0.4667 0.6028 -0.8988 -1.346
H -3.6247 15.7852 -2.8951 0.351
H -5.7337 -0.0145 6.2795 0.434
H -1.7059 1.3566 -3.4660 0.347
H -13.4159 -0.0798 -7.8885 0.419
H -7.1868 4.6977 8.5631 0.307
O 3.0309 -1.2675 8.9829 -0.418
H -2.4017 10.6049 -0.7987 0.394
C 4.9408 -4.3040 9.9442 -1.045
H 8.3861 -2.2899 -4.4561 0.384
C -5.9202 1.9790 7.3621 1.072
C 5.5806 -3.7951 11.2349 -0.676
C 10.7237 1.4678 -1.1768 -1.909
H 10.4255 -2.6304 -3.4584 0.521
C 6.4215 -11.3313 -6.6218 1.199
H -2.9605 0.7744 -1.5477 0.412
N 8.6664 -0.0135 -1.9077 0.085
H 6.3998 -3.2888 7.8613 0.420
C -12.8156 -0.8914 -7.4774 -0.688
C -3.9029 11.6339 -2.4704 -2.260
H -0.0818 1.2184 -3.8094 0.399
C 0.6805 -0.3995 0.1164 -0.533
H 5.9506 -12.8680 -7.9353 0.454
C -4.9297 13.6942 0.6463 -0.613
H 9.4309 0.5036 1.2526 0.469
H 0.5087 -4.1626 -1.5982 0.394
H 10.4755 -0.6778 -4.7136 0.423
H -1.0464 -3.6636 0.0154 0.454
C 10.9827 -1.7256 -1.4940 -0.936
C -3.3275 16.1932 -1.9291 -1.613
C 8.8302 0.8987 0.4333 -1.777
C -6.5908 4.3217 5.6639 -1.243
H -0.1603 -0.3697 0.8095 0.275
H 1.3201 0.6628 -1.5743 0.382
N 3.6730 -2.2258 9.7343 0.162
H -5.5583 15.3991 -0.6157 0.499
C -0.2259 -2.2371 -1.4303 1.780
N 7.4019 -12.2120 -5.8823 0.493
H 9.8442 -13.7059 -6.3367 0.387
H 2.7745 -0.7879 12.7485 0.404
H -5.5490 11.8630 -0.0670 0.419
C -3.3582 15.0849 -0.8713 1.482
H -11.5883 -4.8696 -6.8571 0.339
H 5.0507 -2.3075 12.7643 0.426
H 9.1200 -13.3504 -4.0246 0.407
C 8.8896 -10.3140 -5.4747 -1.099
C 9.8117 -12.6209 -6.4361 -1.506
H -0.5359 2.2787 -2.5727 0.431
H 7.8754 0.4336 0.6790 0.396
H 4.7040 -12.4566 -5.7714 0.341
H 3.7628 -0.6871 8.7615 0.363
C 9.0901 -0.8091 -3.0759 1.394
H -8.0987 5.6256 7.4061 0.430
H 6.4352 -3.1420 11.0588 0.311
H 10.7818 -12.1747 -6.2173 0.396
H -2.3330 16.5984 -2.1159 0.351
H 1.8169 -1.7179 -1.1999 0.372
H 9.9374 -10.0510 -5.6196 0.468
H -3.4982 11.0300 0.4830 0.302
C 9.9711 -2.0370 -2.6650 -1.159
H -12.9115 -3.7880 -6.8585 0.280
C -2.8341 11.4544 -0.2700 -1.758
N -3.0878 13.7508 -1.4479 0.469
H 7.0527 0.8917 -1.9841 0.346
H -13.6724 -1.4242 -7.0652 0.334
H -4.6143 15.8706 0.7021 0.451
C 5.0472 -11.4413 -5.9702 -1.710
H -9.7405 3.2532 6.3569 0.424
H -13.0466 -2.8492 -5.1631 0.326
H -4.9862 4.7683 7.0608 0.311
C -11.9253 -0.4669 -6.2354 -1.261
C 8.3107 -9.5586 -6.7654 -0.850
H 3.4432 -2.9204 7.0764 0.422
C -1.3227 -2.6989 -0.4101 -1.847
H 1.9948 -2.1241 12.2556 0.382
C 6.3163 -11.8578 -8.1196 -1.724
H 11.6144 1.2651 -1.7716 0.305
C 2.5475 -1.2962 11.8114 -1.570
H -4.5047 4.4178 5.3466 0.368
H -4.2062 13.4195 1.4139 0.317
H -2.1142 1.1868 -0.1167 0.315
C 9.0391 -12.2678 -3.9266 -1.633
H -6.9568 5.3450 5.7474 0.403
H 9.7013 -1.5392 0.0875 0.463
H 4.4988 -4.3388 7.0171 0.386
H 5.7762 -4.8438 9.4981 0.433
O 7.9498 1.1144 -2.2433 -0.466
C 6.8414 -9.7917 -6.7839 -1.069
H -4.1115 16.8958 -1.6465 0.423
H -4.5535 10.7594 -2.4635 0.368
C -0.7639 0.3190 -1.7834 1.680
H -5.8692 3.2587 9.2766 0.230
C 0.1130 -3.4481 -2.3200 -1.770
H 1.8418 -0.6948 11.2384 0.308
H 8.7038 -9.9733 -7.6936 0.357
C -5.5676 2.2861 8.8878 -1.369
H 4.5467 0.2042 10.5801 0.406
H -1.5135 -2.1533 0.5140 0.345
C 8.7485 -11.8997 -5.5145 0.916
H -1.3356 14.6810 0.0010 0.426
H 3.7568 -3.5707 12.3203 0.387
H -10.5233 -3.5256 -9.8038 0.384
H -11.3003 -0.8590 -8.8240 0.361
C 4.5611 -3.0867 8.9456 1.153
H -5.4914 13.0216 -1.4148 0.442
H 9.5932 -12.4747 -7.4939 0.324
H 6.5131 -9.4467 -7.7643 0.365
C -4.6815 15.0843 -0.0498 -1.534
C -10.0610 -1.0064 -4.5225 -1.776
H 10.2338 2.1756 -1.8454 0.479
H -2.4523 14.8545 1.2547 0.272
C -10.1107 -3.2897 -8.8229 -1.937
H 10.0251 -12.0341 -3.5251 0.373
C 10.3874 -0.8384 -0.3882 -1.350
C -2.0887 0.4931 -0.9571 -1.636
H -6.2285 1.6136 9.4345 0.446
H 5.9327 -0.8679 10.8342 0.371
H -8.7641 3.1290 4.8808 0.472
H -8.6838 -2.8140 -6.0846 0.337
H -4.8377 2.2786 5.4407 0.396
C -5.1223 4.1212 6.1943 -0.658
H 7.3144 -11.9638 -8.5445 0.347
C -2.2714 15.1894 0.2333 -1.745
H 7.0553 -1.7385 -3.4276 0.403
H 7.6315 -0.8121 -4.7880 0.381
H -9.3206 4.7557 5.5641 0.362
N -10.4637 -2.3271 -6.5780 0.215
H 11.6515 -2.5548 -1.2636 0.432
C -4.9728 12.6677 -0.5238 -1.317
C 7.9600 -1.4246 -3.9484 -1.667
O 6.9590 -13.4827 -5.6744 -0.441
H -1.7729 16.1579 0.2727 0.445
C -0.7492 1.2784 -2.9497 -1.912
C 5.8438 -2.5248 8.4047 -1.666
N -0.6538 -1.0782 -2.3222 -0.039
H 11.0747 2.0240 -0.3076 0.422
O -1.7004 -1.3317 -3.2629 -0.423
C -4.9112 2.6426 6.4655 -1.207
C -11.1678 -1.5878 -5.5386 1.483
H -11.6743 -3.3353 -4.1287 0.352
C -12.0577 -4.0945 -7.4629 -1.556
O 3.6180 6.4207 -1.1445 -0.639
H -8.9582 4.4143 8.2041 0.388
H 6.4104 -1.9860 9.1642 0.321
H -2.2670 -2.6852 -0.9543 0.374
H 11.1674 -0.6823 0.3571 0.523
H -2.3590 -0.4365 -0.4563 0.379
H 8.5409 -9.7369 -4.6182 0.392
H 0.9398 -3.1539 -2.9666 0.439
H 8.2319 -12.0604 -3.2241 0.372
H 7.1157 -13.9705 -6.4862 0.332
H -12.6605 -1.9603 -3.8589 0.442
H 6.3057 -9.1612 -6.0742 0.439
H -6.2983 -0.2149 7.8080 0.344
H 5.5460 -11.3960 -8.7373 0.444
C 9.9892 0.0157 -4.0275 -1.627
H -2.2843 13.3283 -3.0510 0.358
O -1.9653 13.7514 -2.2504 -0.476
C 3.8802 -3.7232 7.6702 -1.742
```

Calculated values
E_HOMO   -7.479 eV
Max |F|   3.60 eV Å⁻¹
SMILES   CC1(C)CCCC(C)(C)N1O.CC1(C)CCCC(C)(C)N1O.CC1(C)CCCC(C)(C)N1O.CC1(C)CCCC(C)(C)N1O.CC1(C)CCCC(C)(C)N1O.CC1(C)CCCC(C)(C)N1O.CC1(C)CCCC(C)(C)N1O.O

Entry 3:
Here is a structure of composition C39H88N4O7 from the Open Molecules 2025 dataset. Energies are from ωB97M-V with the def2-TZVPD basis set.

Geometry as XYZ:
```
138
Properties=species:S:1:pos:R:3:mulliken_charge:R:1
C 24.9332 25.8370 -12.2650 -0.628
H 23.3920 22.9156 -16.3369 -0.199
H 24.9721 26.5880 -13.0540 0.228
H 27.0006 18.6997 -21.5633 0.512
H 20.5504 25.5002 -16.3973 0.452
C 29.6474 25.4359 -17.0368 -1.976
H 26.5856 23.1773 -15.9470 0.307
C 27.2731 27.3628 -20.3847 -1.851
C 24.8911 24.3840 -12.7130 -1.336
H 26.2229 20.1796 -21.6553 0.289
C 23.6909 22.4463 -13.7482 -2.474
H 22.5358 26.9949 -13.7378 0.319
C 23.4985 27.9198 -17.3254 1.331
O 25.7429 24.1410 -18.3448 -1.022
H 24.2056 21.5302 -21.4317 0.156
C 24.6335 19.5278 -19.1878 2.186
H 22.4489 18.8864 -23.2957 0.454
H 29.3466 26.3308 -21.4667 0.430
H 23.6405 30.1085 -16.4441 0.377
O 22.1890 28.8532 -19.1678 -0.508
C 23.6114 26.0631 -11.4296 -1.655
C 26.0581 19.1691 -21.2815 -0.824
C 24.2693 18.7906 -17.8782 -2.061
H 28.9979 25.8829 -16.2842 0.211
H 25.0847 21.1935 -17.8920 -3.014
C 28.9007 24.8952 -18.2910 0.795
C 26.0804 24.1400 -16.0254 -0.226
H 24.7404 21.9716 -16.9258 2.112
H 22.6815 24.4476 -15.4370 2.552
H 24.8829 18.8054 -23.1374 0.496
H 26.6765 19.4052 -19.1880 0.195
H 31.4520 25.6246 -20.7412 0.405
H 22.8477 28.0874 -15.3226 0.924
C 22.4852 26.1638 -15.9125 1.286
H 25.5782 21.4818 -19.6325 0.393
H 26.3178 27.4136 -19.8622 0.375
H 20.8873 26.3626 -10.4862 0.404
H 28.9300 22.7384 -17.5776 0.335
H 30.2374 27.6612 -20.6513 0.389
H 25.1371 29.2398 -16.7524 0.364
H 25.4967 27.0400 -17.4874 1.292
H 27.0681 26.5405 -21.0702 0.386
H 29.5522 24.1003 -20.1047 0.355
C 24.8669 21.0224 -18.9462 -0.036
O 26.0132 20.3907 -16.7014 -0.599
C 28.3029 23.4881 -18.0601 -1.827
H 24.1081 17.7308 -18.0752 0.579
H 27.4667 21.7996 -18.5573 0.351
H 28.6928 29.1362 -19.3574 0.548
H 23.8138 25.6457 -14.7762 -0.365
H 22.4058 25.9055 -14.8565 -0.838
H 25.5961 24.1806 -15.0498 -0.891
C 28.7816 28.2686 -18.7036 -1.786
H 24.7734 27.3788 -19.0136 0.409
H 24.6941 22.1224 -14.0254 0.231
H 20.6014 27.1012 -15.6346 0.565
H 26.2192 19.4661 -16.8384 0.257
H 24.2639 29.9902 -18.0416 0.560
C 24.1282 29.4129 -17.1270 -2.254
C 21.0682 26.4592 -16.3816 -2.286
H 24.8762 23.8372 -11.7701 0.614
O 26.9165 22.2587 -17.9227 -0.352
N 27.9814 25.8918 -18.8203 0.405
H 25.7266 26.0704 -11.5549 0.429
H 21.7811 25.2762 -9.9613 0.369
H 21.4926 19.0446 -22.0034 0.407
H 26.1970 21.6525 -17.7460 -1.670
C 19.6370 27.7240 -17.9748 -1.943
H 20.9717 23.1899 -12.4428 0.396
C 30.0466 24.6135 -19.2800 -1.144
H 22.1584 25.3802 -18.9136 -0.008
C 23.4111 27.3594 -15.9062 -1.204
H 23.9745 21.0826 -23.0601 0.382
C 21.0423 27.0857 -17.8621 1.402
O 22.2780 19.2785 -19.5524 -0.485
C 23.6339 19.3615 -21.5646 1.105
H 27.3535 28.3485 -20.8429 0.624
H 27.5552 23.5194 -17.2676 0.102
H 21.1166 26.2561 -19.9801 0.348
H 30.0052 24.5910 -16.4484 0.540
H 23.3462 19.0593 -17.3645 0.365
H 20.3966 24.7804 -11.0571 0.313
C 21.2126 25.9210 -18.9474 -1.322
H 23.5272 21.8990 -12.8200 0.681
H 19.4752 28.3244 -18.8700 0.461
N 22.4526 24.2653 -12.7623 0.189
H 24.3525 26.9826 -15.5062 0.334
H 23.4605 22.7690 -18.0480 0.193
H 22.8238 25.3150 -16.5066 0.337
H 21.4277 27.5569 -12.5224 0.425
H 20.9759 26.3139 -13.7393 0.378
H 26.1260 25.5411 -18.4082 0.355
C 29.6425 26.7590 -20.5090 -1.213
H 23.9165 21.5450 -19.0545 0.207
H 31.1789 26.3335 -19.1984 0.358
H 24.9675 18.7888 -17.0412 0.304
C 23.6594 23.9320 -13.5205 1.824
C 24.5389 27.0308 -18.0076 -2.192
H 22.1198 20.2252 -19.5717 0.375
C 24.9228 18.6782 -22.0556 -1.101
N 23.5389 19.2028 -20.0720 0.296
H 22.5720 21.3696 -22.2315 0.398
C 25.0210 24.1155 -17.1226 1.859
H 26.8894 24.8574 -16.1630 0.064
H 30.5296 26.0666 -17.1469 0.392
O 26.8020 26.0841 -17.9960 0.161
H 26.6249 20.6749 -16.0222 0.306
H 24.4827 25.0495 -16.9616 0.079
H 24.1696 26.0422 -18.2805 0.297
C 22.4706 18.6242 -22.2379 -1.944
H 23.8089 25.8246 -10.3845 0.485
C 23.5548 20.9283 -22.0660 -1.286
H 22.9550 22.0602 -14.4535 0.252
C 21.2600 25.4285 -10.9065 -1.579
H 30.8448 24.0577 -18.7879 0.456
C 21.7510 26.6641 -13.0576 -1.629
H 24.8603 17.6271 -21.7736 0.344
H 24.3913 24.1422 -15.5817 -1.744
H 26.0243 17.9167 -19.4569 0.407
H 27.7860 23.1475 -18.9572 1.033
C 28.4688 27.0296 -19.5438 1.648
O 21.2940 23.6073 -13.2450 -0.475
H 28.0492 28.2643 -17.8964 0.171
C 24.0957 22.8178 -17.1635 -0.128
H 18.8067 27.0523 -18.1930 0.345
C 22.2585 25.5774 -12.0409 1.973
H 22.4586 17.5604 -22.0009 0.413
N 22.1873 28.1063 -17.9678 0.576
C 25.8702 18.9511 -19.7640 -1.185
H 29.7339 28.2449 -18.1739 0.315
H 23.6705 27.1481 -11.3436 0.364
C 30.6728 25.7920 -19.9976 -1.015
C 23.6366 24.5811 -14.9291 -1.912
H 19.4534 28.4319 -17.1665 0.371
H 25.8498 24.0798 -13.1332 0.695
H 22.1119 29.7459 -18.8235 0.365
H 26.3880 23.4302 -18.3253 1.643
H 20.3500 25.2861 -18.7452 0.454
```

Calculated values
E_HOMO   -7.439 eV
Max |F|   9.88 eV Å⁻¹
ΔE to the lowest compared entry with this formula, charge and spin   20.169 eV